Record 1
A cluster of 7 separate species, C10H38N4O5 in total in a non-equilibrium geometry. Source: the Open Molecules 2025 dataset; level of theory: the ωB97M-V functional and the def2-TZVPD basis.

Its orbital gap is 3.17 eV. For the LUMO energy, the calculation gives -0.0637 Ha. The value obtained for the energy relative to the best compared isomer or geometry (same formula, charge and spin) is 0.0 kcal per mole. The spin multiplicity is 1. The HOMO energy is -4.900 eV.

Last column: Löwdin charge in e.
Atoms and positions in Å:
N: 9.486 4.577 1.690  0.338
H: 8.936 3.891 1.193  0.138
H: 9.977 5.081 0.965  0.150
H: 9.968 3.960 2.328  0.145
H: 9.023 5.331 2.177  0.154
N: 7.520 -0.882 3.110  0.347
H: 7.308 -0.384 2.257  0.148
H: 8.449 -0.582 3.368  0.157
H: 7.445 -1.879 2.964  0.157
H: 6.869 -0.549 3.807  0.155
C: 4.639 3.372 -0.921  -0.411
O: 5.729 2.417 -0.771  -0.573
H: 3.730 2.946 -0.495  0.018
H: 4.815 4.245 -0.293  0.010
H: 4.387 3.733 -1.918  0.026
C: 13.005 1.919 6.291  -0.460
O: 11.993 1.517 5.397  -0.561
H: 12.757 2.785 6.905  0.019
H: 13.331 1.031 6.834  0.028
H: 13.910 2.323 5.838  0.012
O: 11.412 7.054 -1.816  -0.060
H: 10.856 7.638 -2.332  0.032
H: 12.240 7.525 -1.729  0.030
C: 15.578 -1.470 -0.549  -0.059
C: 14.864 -2.829 -0.320  -0.397
C: 15.447 -3.886 0.714  -0.192
O: 14.645 -5.014 0.984  -0.190
C: 14.719 -6.021 0.038  -0.140
N: 13.545 -2.479 0.155  0.017
H: 15.324 -0.632 0.100  0.075
H: 15.426 -1.140 -1.577  0.069
H: 16.665 -1.532 -0.603  0.066
H: 14.735 -3.371 -1.256  0.123
H: 15.761 -3.550 1.702  0.127
H: 16.425 -4.273 0.429  0.112
H: 13.965 -6.784 0.228  0.089
H: 15.670 -6.554 0.022  0.086
H: 14.562 -5.740 -1.004  0.084
H: 13.623 -1.899 0.978  0.074
H: 13.248 -3.410 0.411  0.055
C: 6.375 6.123 7.514  -0.061
C: 5.320 5.969 6.426  -0.451
C: 3.889 6.198 6.906  -0.267
O: 2.958 5.808 5.985  -0.174
C: 1.626 6.092 6.343  -0.103
N: 5.640 6.972 5.457  0.027
H: 6.283 7.098 7.991  0.082
H: 7.332 5.889 7.046  0.082
H: 6.268 5.405 8.327  0.076
H: 5.275 4.976 5.979  0.138
H: 3.756 7.236 7.209  0.127
H: 3.686 5.577 7.778  0.126
H: 1.026 5.954 5.443  0.093
H: 1.566 7.147 6.610  0.082
H: 1.182 5.579 7.196  0.087
H: 4.822 7.311 4.971  0.070
H: 5.808 7.807 6.000  0.063



Record 2
A cluster of 10 separate species, C10H39F6NO9P in total in a non-equilibrium geometry. Source: the Open Molecules 2025 dataset; level of theory: the ωB97M-V functional and the def2-TZVPD basis.

Its orbital gap is 10.00 eV. For the LUMO energy, the calculation gives 0.0771 Ha. Its charge is -1. The spin multiplicity is 1. The HOMO energy is -7.906 eV.

Last column: Löwdin charge in e.
Atoms and positions in Å:
P: -2.109 -0.723 -1.410  0.188
F: -1.787 -1.717 -0.113  -0.223
F: -2.018 -2.178 -2.100  -0.209
F: -3.742 -0.997 -1.366  -0.210
F: -2.289 -0.055 -2.893  -0.197
F: -2.285 0.678 -0.623  -0.163
F: -0.531 -0.420 -1.559  -0.183
C: -5.880 -0.908 4.397  -0.073
C: -6.808 0.057 3.642  -0.355
O: -7.576 -0.600 2.675  -0.078
H: -5.053 -1.150 3.729  0.077
H: -6.547 -1.731 4.653  0.072
H: -5.505 -0.476 5.324  0.067
H: -6.213 0.755 3.054  0.110
H: -7.453 0.595 4.336  0.102
H: -7.708 0.114 2.048  0.082
C: 4.745 -4.883 -0.123  -0.108
C: 4.039 -5.537 1.050  -0.333
O: 4.960 -6.404 1.650  -0.071
H: 5.785 -4.608 0.051  0.071
H: 4.261 -3.948 -0.405  0.072
H: 4.856 -5.495 -1.018  0.066
H: 3.077 -5.971 0.776  0.112
H: 3.763 -4.679 1.662  0.109
H: 5.065 -7.131 1.032  0.083
C: 1.979 0.501 4.516  -0.076
C: 3.167 0.748 5.505  -0.314
O: 2.782 1.434 6.701  -0.092
H: 2.383 0.015 3.628  0.072
H: 1.452 1.441 4.351  0.072
H: 1.287 -0.198 4.987  0.065
H: 4.018 1.244 5.040  0.106
H: 3.497 -0.239 5.832  0.096
H: 2.102 0.853 7.048  0.071
C: 0.868 6.113 -1.732  -0.090
C: 2.294 6.174 -1.384  -0.491
C: 2.822 4.811 -1.046  -0.243
O: 4.156 4.937 -0.705  -0.180
C: 4.942 3.864 -1.204  -0.100
N: 2.930 6.729 -2.537  0.046
H: 0.345 5.571 -0.943  0.082
H: 0.626 5.521 -2.614  0.087
H: 0.358 7.040 -1.992  0.079
H: 2.466 6.748 -0.474  0.142
H: 2.708 4.102 -1.866  0.129
H: 2.232 4.355 -0.251  0.133
H: 4.753 2.899 -0.734  0.091
H: 5.977 4.029 -0.904  0.081
H: 4.928 3.911 -2.293  0.092
H: 3.913 6.611 -2.340  0.066
H: 2.790 7.727 -2.604  0.077
O: -1.886 -6.328 1.847  -0.059
H: -2.684 -6.117 1.361  0.029
H: -1.370 -5.522 1.822  0.029
O: -6.663 -4.460 0.681  -0.057
H: -6.940 -3.790 1.306  0.020
H: -5.981 -4.034 0.160  0.032
O: -2.040 1.257 -8.574  -0.058
H: -2.121 1.046 -7.644  0.033
H: -1.880 0.414 -8.998  0.025
O: 2.456 0.190 -5.425  -0.055
H: 3.004 0.955 -5.247  0.022
H: 2.042 -0.009 -4.585  0.032
O: -5.123 -4.710 -5.704  -0.058
H: -5.364 -3.899 -6.150  0.026
H: -4.275 -4.520 -5.302  0.032



Record 3
A cluster of 9 separate species, C10H39IO10P in total in a non-equilibrium geometry. Source: the Open Molecules 2025 dataset; level of theory: the ωB97M-V functional and the def2-TZVPD basis.

Its orbital gap is 6.25 eV. For the LUMO energy, the calculation gives 0.0696 Ha. Its charge is -1. The spin multiplicity is 1. The HOMO energy is -4.357 eV.

Last column: Löwdin charge in e.
Atoms and positions in Å:
I: -0.075 1.767 -0.337  0.720
C: 1.931 2.349 0.549  -0.721
C: 2.157 1.432 1.768  -0.387
O: 2.797 2.223 2.716  -0.382
P: 1.962 3.770 2.816  0.429
O: 1.848 3.595 1.002  -0.432
H: 2.634 2.265 -0.274  0.060
H: 2.750 0.541 1.592  0.090
H: 1.185 1.084 2.122  0.048
H: 2.098 3.849 4.255  -0.061
H: 0.705 3.070 2.953  -0.012
H: 1.241 5.025 2.717  -0.058
H: 3.224 4.439 2.594  -0.030
C: -1.975 -1.225 -2.137  -0.171
O: -2.873 -0.463 -1.336  -0.164
H: -0.973 -0.892 -1.883  0.023
H: -2.062 -2.297 -1.930  0.073
H: -2.148 -1.052 -3.202  0.076
H: -3.770 -0.731 -1.555  0.060
C: 3.040 -2.548 0.519  -0.147
O: 2.407 -1.810 1.564  -0.133
H: 4.094 -2.281 0.531  0.077
H: 2.931 -3.621 0.674  0.044
H: 2.618 -2.280 -0.454  0.080
H: 1.472 -2.027 1.550  0.075
C: 5.505 2.643 -1.113  -0.162
O: 4.578 2.598 -2.193  -0.129
H: 5.330 1.759 -0.506  0.076
H: 6.541 2.626 -1.470  0.068
H: 5.352 3.526 -0.488  0.082
H: 4.703 3.381 -2.734  0.069
C: 1.248 -6.067 1.485  -0.134
O: 1.951 -5.603 0.330  -0.140
H: 1.024 -5.198 2.097  0.081
H: 0.316 -6.565 1.215  0.052
H: 1.864 -6.758 2.067  0.078
H: 2.155 -6.365 -0.217  0.072
C: -0.089 5.636 -0.723  -0.151
O: -0.064 5.400 -2.146  -0.167
H: -0.044 6.710 -0.557  0.077
H: -1.004 5.232 -0.285  0.068
H: 0.769 5.161 -0.251  0.052
H: -0.022 4.442 -2.253  0.034
C: -2.365 -7.963 0.244  -0.157
O: -1.616 -8.127 1.444  -0.133
H: -2.129 -6.976 -0.145  0.078
H: -2.093 -8.710 -0.506  0.074
H: -3.440 -8.016 0.430  0.075
H: -1.814 -8.994 1.806  0.072
C: -3.542 5.679 -2.869  -0.175
O: -3.006 4.585 -2.150  -0.133
H: -4.624 5.561 -2.879  0.069
H: -3.296 6.634 -2.393  0.075
H: -3.183 5.702 -3.903  0.073
H: -2.048 4.698 -2.138  0.022
C: -6.068 -1.775 0.702  -0.172
O: -4.761 -2.264 0.957  -0.122
H: -6.760 -2.394 1.269  0.073
H: -6.181 -0.737 1.026  0.079
H: -6.330 -1.846 -0.359  0.071
H: -4.139 -1.713 0.468  0.051



Record 4
A structure of composition C10H40BeN20O14S in a non-equilibrium geometry. Source: the Open Molecules 2025 dataset; level of theory: the ωB97M-V functional and the def2-TZVPD basis.

Its orbital gap (alpha / beta) is 4.62 / 3.09 eV. For the LUMO energy (alpha / beta), the calculation gives -0.2430 / -0.2993 Ha. Its charge is +1. The spin multiplicity is 2. The HOMO energy (alpha / beta) is -11.230 / -11.230 eV. The expectation value of S² is 0.7537.

Last column: Löwdin spin population.
Atoms and positions in Å:
Be: 2.475 -1.966 -0.491  0.000
S: -0.045 -0.416 -0.344  0.000
O: 0.644 -0.988 0.733  0.000
O: 0.747 -0.632 -1.508  0.001
O: -1.334 -0.995 -0.386  0.004
O: -0.111 0.966 -0.148  0.000
C: 3.920 -1.084 2.510  0.000
O: 4.038 -1.770 1.518  0.000
N: 4.849 -0.878 3.362  0.000
N: 2.936 -0.223 2.801  0.000
H: 4.521 -0.382 4.179  0.000
H: 5.838 -0.896 3.159  0.000
H: 2.232 0.205 2.217  0.000
H: 2.911 0.159 3.736  0.000
C: 0.353 -3.505 -3.070  0.000
O: 1.317 -3.561 -2.349  0.000
N: 0.062 -4.311 -4.049  0.000
N: -0.552 -2.610 -3.037  0.000
H: 0.690 -5.091 -4.183  0.000
H: -0.743 -4.296 -4.659  0.000
H: -0.580 -1.993 -2.238  0.000
H: -1.303 -2.576 -3.712  0.000
C: 1.656 1.573 -4.182  0.000
O: 2.260 2.560 -4.566  0.000
N: 1.223 1.494 -2.933  0.000
N: 1.213 0.621 -4.937  0.000
H: 0.805 0.703 -2.466  0.000
H: 1.537 2.246 -2.337  0.000
H: 0.744 -0.124 -4.441  0.000
H: 1.565 0.446 -5.867  0.000
C: -2.671 -4.233 -0.764  0.000
O: -3.200 -5.345 -0.968  0.001
N: -1.448 -3.997 -0.300  0.000
N: -3.243 -3.125 -0.843  0.001
H: -1.203 -3.107 0.108  0.000
H: -0.839 -4.749 -0.010  0.000
H: -2.935 -2.175 -0.694  0.000
H: -4.251 -3.063 -0.807  0.000
C: -0.830 5.066 -1.319  0.000
O: -2.022 4.960 -1.598  0.000
N: -0.041 4.060 -1.052  0.000
N: -0.269 6.176 -1.208  0.000
H: 0.901 4.231 -0.730  0.000
H: -0.354 3.119 -0.859  0.000
H: 0.734 6.089 -1.291  0.000
H: -0.797 6.809 -1.790  0.000
C: -2.777 1.587 -2.480  0.000
O: -3.540 2.165 -3.319  0.000
N: -2.400 0.302 -2.674  0.000
N: -2.191 1.914 -1.340  0.001
H: -1.806 -0.233 -2.057  0.000
H: -2.870 -0.247 -3.379  0.000
H: -2.240 2.908 -1.173  0.000
H: -1.358 1.439 -1.025  0.000
C: 0.176 -2.601 3.682  0.000
O: -0.150 -3.655 3.214  0.000
N: 0.757 -2.470 4.801  0.000
N: -0.306 -1.381 3.259  0.000
H: 1.079 -1.563 5.108  0.000
H: 1.214 -3.284 5.187  0.000
H: -0.265 -1.352 2.250  0.000
H: 0.002 -0.499 3.643  0.000
C: -3.905 -0.840 2.049  0.100
O: -4.808 -0.361 2.667  0.769
N: -3.322 -0.232 1.152  0.040
N: -3.327 -1.925 2.318  0.071
H: -3.646 0.688 0.891  0.001
H: -2.509 -0.604 0.682  0.005
H: -2.445 -2.001 1.831  0.005
H: -3.509 -2.449 3.162  0.001
C: 3.658 1.463 0.024  0.000
O: 3.698 0.355 -0.415  0.000
N: 2.503 2.040 0.266  0.000
N: 4.532 2.240 0.505  0.000
H: 2.541 2.870 0.841  0.000
H: 1.645 1.538 0.086  0.000
H: 4.275 3.179 0.774  0.000
H: 5.496 1.938 0.532  0.000
C: -0.716 2.091 3.137  0.000
O: -0.873 2.145 4.378  0.000
N: -1.648 2.086 2.239  0.000
N: 0.332 1.855 2.527  0.000
H: -1.491 1.627 1.353  0.000
H: -2.624 2.304 2.380  0.000
H: 1.089 2.120 3.139  0.000
H: 0.328 1.455 1.599  0.000